Molecular formula: C82H180As2F22N13O12S6
Method: DFT, ωB97M-V with the def2-TZVPD basis set

The geometry in ORCA input format:
```
! wB97M-V def2-TZVPD RIJCOSX def2/J DEFGRID3
* xyz 5 1
C 6.309 1.144 -12.593
C 6.358 1.700 -11.116
C 5.211 1.171 -10.363
N 4.882 1.806 -9.044
C 4.736 3.253 -9.174
C 5.916 1.495 -7.945
C 5.114 1.409 -6.627
C 3.614 1.562 -7.049
C 3.604 1.245 -8.536
H 7.311 1.169 -12.969
H 5.553 1.738 -13.109
H 5.898 0.159 -12.518
H 6.389 2.765 -11.193
H 7.253 1.398 -10.534
H 5.462 0.123 -10.304
H 4.237 1.255 -10.970
H 5.745 3.651 -9.328
H 4.352 3.654 -8.258
H 4.026 3.521 -9.984
H 6.715 2.207 -7.962
H 6.367 0.583 -8.239
H 5.419 2.154 -5.927
H 5.242 0.479 -6.134
H 3.210 2.516 -6.698
H 3.028 0.859 -6.455
H 2.780 1.657 -9.089
H 3.572 0.191 -8.673
C 3.159 -6.007 -2.420
C 4.467 -6.398 -1.679
C 4.978 -7.772 -2.157
N 5.946 -8.454 -1.243
C 7.102 -7.613 -0.823
C 6.463 -9.741 -1.876
C 5.465 -10.810 -1.369
C 5.088 -10.385 0.072
C 5.184 -8.862 0.060
H 2.267 -6.554 -2.075
H 3.222 -6.099 -3.508
H 2.875 -4.975 -2.222
H 4.400 -6.356 -0.569
H 5.103 -5.579 -1.838
H 5.486 -7.600 -3.102
H 4.233 -8.535 -2.332
H 7.536 -7.273 -1.780
H 7.760 -8.213 -0.269
H 6.691 -6.802 -0.186
H 7.469 -9.934 -1.471
H 6.461 -9.540 -2.966
H 5.857 -11.869 -1.384
H 4.608 -10.936 -1.988
H 5.721 -10.843 0.811
H 4.086 -10.740 0.294
H 5.809 -8.470 0.852
H 4.257 -8.342 0.099
C -3.443 10.996 5.145
C -3.058 9.967 6.148
C -2.084 8.986 5.449
N -1.559 7.818 6.269
C -2.572 7.096 7.030
C -0.471 8.346 7.178
C 0.766 8.561 6.182
C 0.443 7.679 4.956
C -0.776 6.918 5.412
H -3.942 10.434 4.328
H -2.498 11.555 4.761
H -4.177 11.753 5.555
H -3.991 9.447 6.387
H -2.669 10.482 7.051
H -1.243 9.524 5.048
H -2.545 8.433 4.612
H -3.264 7.768 7.564
H -1.978 6.476 7.721
H -3.123 6.461 6.315
H -0.340 7.549 7.916
H -0.733 9.209 7.814
H 1.798 8.443 6.561
H 0.646 9.604 5.957
H 1.258 6.991 4.787
H 0.304 8.335 4.048
H -0.373 6.066 5.887
H -1.404 6.578 4.572
C -0.318 5.668 -3.414
C -0.046 6.068 -1.937
C 1.012 5.066 -1.473
N 1.654 5.283 -0.154
C 0.656 5.283 1.004
C 2.480 6.545 0.001
C 3.844 6.129 0.423
C 3.981 4.800 -0.337
C 2.689 4.141 -0.052
H -0.927 4.758 -3.555
H 0.624 5.508 -3.893
H -0.796 6.471 -3.990
H -0.912 6.068 -1.263
H 0.302 7.099 -2.044
H 1.835 4.932 -2.203
H 0.599 4.088 -1.433
H -0.109 6.063 0.915
H 1.242 5.402 1.934
H 0.115 4.295 1.015
H 1.954 7.213 0.661
H 2.517 7.087 -0.984
H 4.018 6.016 1.471
H 4.547 6.906 0.144
H 4.831 4.177 -0.073
H 4.173 5.010 -1.420
H 2.598 3.910 1.012
H 2.443 3.340 -0.718
C -7.476 -0.903 0.882
C -7.048 0.254 1.740
C -8.245 0.689 2.610
N -8.245 2.062 3.189
C -8.497 3.035 2.114
C -6.964 2.374 3.859
C -7.097 1.493 5.133
C -8.587 1.442 5.475
C -9.271 2.119 4.293
H -8.198 -1.521 1.425
H -6.590 -1.387 0.489
H -7.936 -0.506 -0.027
H -6.699 1.112 1.183
H -6.282 -0.157 2.475
H -8.214 -0.062 3.434
H -9.184 0.576 2.048
H -7.700 2.983 1.378
H -8.535 4.067 2.501
H -9.380 2.749 1.558
H -6.903 3.371 4.254
H -6.103 2.212 3.265
H -6.523 2.052 5.860
H -6.563 0.553 5.007
H -8.761 1.962 6.394
H -8.813 0.397 5.680
H -9.463 3.134 4.508
H -10.172 1.630 3.956
C -5.930 4.146 -4.928
C -6.341 2.754 -5.289
C -5.213 1.710 -5.276
N -4.393 1.506 -4.020
C -5.288 1.608 -2.879
C -3.223 2.440 -3.962
C -2.160 1.776 -4.854
C -2.571 0.293 -4.973
C -3.689 0.120 -4.001
H -4.938 4.432 -5.290
H -5.862 4.309 -3.849
H -6.677 4.890 -5.256
H -6.868 2.679 -6.230
H -7.097 2.473 -4.547
H -4.495 1.834 -6.064
H -5.747 0.761 -5.397
H -4.675 1.423 -2.007
H -6.051 0.850 -2.958
H -5.654 2.645 -2.937
H -2.842 2.427 -2.954
H -3.548 3.442 -4.243
H -1.193 1.808 -4.320
H -2.058 2.282 -5.816
H -1.729 -0.288 -4.667
H -2.701 0.029 -6.038
H -3.316 -0.025 -3.000
H -4.414 -0.659 -4.259
C -2.496 -7.703 -7.089
C -3.574 -8.644 -6.623
C -4.791 -7.894 -6.038
N -6.128 -8.618 -6.131
C -6.611 -8.774 -7.622
C -7.190 -7.816 -5.419
C -8.338 -8.836 -5.161
C -7.739 -10.293 -5.351
C -6.232 -9.963 -5.566
H -1.903 -8.216 -7.845
H -1.771 -7.470 -6.287
H -2.917 -6.791 -7.551
H -3.202 -9.414 -5.926
H -3.861 -9.120 -7.563
H -4.949 -6.900 -6.545
H -4.620 -7.648 -4.973
H -6.615 -7.825 -8.115
H -7.578 -9.239 -7.457
H -5.990 -9.421 -8.261
H -7.402 -6.947 -5.999
H -6.765 -7.482 -4.470
H -9.139 -8.689 -5.884
H -8.715 -8.735 -4.188
H -8.229 -10.691 -6.174
H -7.771 -10.914 -4.466
H -5.716 -10.698 -6.212
H -5.749 -9.936 -4.574
C -4.905 -4.319 2.050
C -3.565 -3.956 1.527
C -2.580 -5.052 1.860
N -1.196 -4.650 1.429
C -1.045 -4.711 -0.068
C -0.122 -5.549 2.011
C 0.819 -4.725 2.784
C 0.596 -3.338 2.191
C -0.820 -3.273 1.820
H -4.896 -4.072 3.101
H -5.256 -5.338 1.982
H -5.687 -3.653 1.613
H -3.270 -2.916 1.863
H -3.467 -3.963 0.483
H -2.842 -6.039 1.409
H -2.586 -5.258 2.923
H -1.819 -4.076 -0.462
H -1.147 -5.696 -0.364
H -0.028 -4.368 -0.298
H 0.260 -6.062 1.086
H -0.584 -6.287 2.616
H 1.848 -5.033 2.620
H 0.661 -4.777 3.849
H 1.314 -3.197 1.355
H 0.874 -2.503 2.855
H -1.029 -2.537 1.001
H -1.430 -2.920 2.685
C 3.696 1.095 10.125
C 3.034 -0.063 9.250
C 3.627 0.009 7.842
N 3.061 -0.924 6.860
C 3.735 -0.543 5.584
C 1.578 -0.836 6.637
C 0.993 -2.119 7.172
C 2.055 -3.154 6.834
C 3.301 -2.383 7.109
H 3.659 2.105 9.660
H 4.772 0.913 10.148
H 3.206 1.087 11.118
H 1.976 0.160 9.220
H 3.227 -1.031 9.716
H 4.669 -0.282 7.873
H 3.509 0.978 7.383
H 4.811 -0.644 5.858
H 3.590 0.502 5.392
H 3.524 -1.194 4.807
H 1.547 -0.798 5.550
H 1.189 0.095 7.063
H 0.078 -2.351 6.584
H 0.650 -2.038 8.247
H 2.003 -3.482 5.792
H 2.008 -4.046 7.443
H 4.163 -2.658 6.552
H 3.497 -2.437 8.127
C 4.873 1.679 0.605
C 6.269 1.107 0.596
C 6.702 0.872 2.029
N 8.204 0.559 2.090
C 8.668 -0.243 0.926
C 8.470 -0.008 3.413
C 10.011 0.184 3.569
C 10.357 1.448 2.726
C 9.044 1.846 2.124
H 4.180 0.934 0.997
H 4.539 1.898 -0.444
H 4.721 2.557 1.273
H 6.807 1.855 0.040
H 6.217 0.234 0.046
H 6.216 0.016 2.399
H 6.429 1.740 2.625
H 9.668 -0.641 1.008
H 8.695 0.393 0.003
H 7.891 -1.056 0.757
H 8.124 -1.040 3.430
H 7.846 0.632 4.065
H 10.508 -0.697 3.170
H 10.410 0.378 4.573
H 11.205 1.270 2.016
H 10.627 2.280 3.323
H 9.130 2.173 1.077
H 8.506 2.578 2.734
C -3.937 4.913 -0.484
F -2.742 5.490 -0.589
F -4.874 5.876 -0.757
F -4.114 4.014 -1.483
S -4.089 4.318 1.267
O -5.235 3.475 1.304
O -2.910 3.620 1.558
N -4.205 5.797 1.908
S -5.016 6.123 3.143
O -6.200 5.303 3.428
O -4.206 6.393 4.322
C -5.681 7.740 2.578
F -6.613 7.795 1.671
F -6.196 8.311 3.640
F -4.645 8.445 2.172
N -1.116 -0.077 -2.090
S -1.143 0.706 -0.688
O -0.475 1.967 -0.809
O -0.906 -0.068 0.526
F -2.717 1.004 -0.691
S 0.001 -1.232 -2.347
O -0.060 -1.634 -3.741
O 0.162 -2.185 -1.285
F 1.386 -0.439 -2.241
N 2.680 2.838 4.994
S 1.174 3.015 4.528
O 0.919 4.405 4.347
O 0.355 2.117 5.381
F 1.161 2.404 3.126
S 3.847 3.713 4.352
O 3.472 4.610 3.319
O 5.060 2.930 4.121
F 4.136 4.655 5.555
As -3.901 -4.185 -2.683
F -3.157 -3.471 -4.060
F -4.442 -5.497 -3.688
F -4.562 -4.874 -1.261
F -3.401 -2.803 -1.739
F -5.373 -3.376 -2.950
F -2.424 -5.173 -2.365
As 4.942 -2.729 2.319
F 3.710 -1.688 1.609
F 5.326 -1.601 3.427
F 6.109 -3.824 2.961
F 4.585 -3.983 1.129
F 6.107 -2.149 1.169
F 3.772 -3.308 3.454
*
```

Highest occupied orbital energy   -0.595 hartree
LUMO energy   -6.878 eV